Computed, not measured: the molecule C21H31N3O5S in a non-equilibrium geometry, with wB97M-V/def2-TZVPD.

Geometry as XYZ:
```
61
Properties=species:S:1:pos:R:3:nbo_charge:R:1
C 3.952 0.196 -2.783 -0.607
H 3.285 0.707 -3.472 0.219
H 3.371 -0.096 -1.910 0.192
C 5.098 1.122 -2.390 -0.414
H 5.694 1.356 -3.274 0.204
H 4.685 2.056 -2.008 0.229
C 6.034 0.548 -1.310 0.130
N 5.261 0.242 -0.104 -0.639
C 4.538 1.124 0.596 0.672
O 4.485 2.322 0.417 -0.623
C 3.701 0.439 1.702 -0.304
N 2.636 -0.327 1.106 -0.416
C 1.357 0.090 0.808 0.119
C 0.691 1.288 0.990 -0.246
C -0.626 1.342 0.560 -0.178
C -1.234 0.244 -0.025 -0.328
C -0.576 -0.959 -0.224 -0.231
C 0.732 -1.011 0.200 0.313
O 1.624 -2.043 0.119 -0.441
C 2.797 -1.616 0.648 0.879
O 3.813 -2.259 0.694 -0.622
H -1.072 -1.786 -0.703 0.250
S -2.957 0.339 -0.519 2.327
O -3.363 1.714 -0.438 -0.942
O -3.108 -0.351 -1.766 -0.939
N -3.630 -0.580 0.706 -0.683
C -4.435 -1.722 0.326 -0.227
H -4.137 -2.576 0.946 0.196
C -5.944 -1.448 0.457 -0.238
C -6.727 -2.253 -0.575 -0.597
H -6.520 -3.315 -0.467 0.208
H -7.796 -2.096 -0.449 0.211
H -6.448 -1.946 -1.580 0.210
C -6.170 0.054 0.286 -0.403
H -7.238 0.274 0.247 0.215
C -5.521 0.852 1.428 -0.239
C -6.428 0.949 2.651 -0.604
H -5.926 1.485 3.453 0.209
H -7.342 1.484 2.402 0.213
H -6.699 -0.040 3.016 0.197
C -4.178 0.192 1.798 -0.224
H -4.304 -0.489 2.645 0.202
H -3.436 0.945 2.067 0.221
H -5.318 1.860 1.059 0.226
H -5.726 0.364 -0.663 0.214
H -6.278 -1.744 1.457 0.193
H -4.184 -1.939 -0.713 0.238
H -1.203 2.248 0.655 0.247
H 1.179 2.144 1.426 0.238
H 3.271 1.202 2.351 0.234
H 4.329 -0.241 2.283 0.239
H 5.181 -0.738 0.134 0.429
C 6.690 -0.756 -1.761 -0.620
H 7.207 -0.606 -2.704 0.221
H 5.950 -1.541 -1.889 0.216
H 7.414 -1.086 -1.019 0.215
C 7.111 1.582 -0.967 -0.617
H 7.763 1.200 -0.185 0.207
H 6.647 2.499 -0.617 0.239
H 7.710 1.802 -1.846 0.209
H 4.317 -0.704 -3.271 0.203
```

## Properties
E_tot = -47824.798 eV
E_LUMO = 0.51 eV
Structure (SMILES) = CCC(C)(C)NC(=O)Cn1c(=O)oc2cc(S(=O)(=O)N3C[C@H](C)C[C@@H](C)C3)ccc21
Kohn-Sham gap = 9.35 eV
Highest occupied orbital energy = -8.8 eV



Computed, not measured: a structure of composition C21H31N6O10 in a non-equilibrium geometry, with wB97M-V/def2-TZVPD.

Geometry as XYZ:
```
68
Properties=species:S:1:pos:R:3:nbo_charge:R:1
N 0.708 -0.363 0.166 0.698
O 1.323 -1.316 -0.440 -0.567
O -0.583 -0.318 0.183 -0.609
O 1.286 0.678 0.271 -0.491
C 1.389 -4.064 1.930 -0.144
C 2.942 -4.071 2.005 -0.208
C 3.586 -4.941 2.969 -0.215
C 2.787 -5.675 3.996 -0.002
C 1.198 -5.511 3.980 -0.151
C 0.613 -4.640 2.941 -0.251
N 3.360 -6.783 4.777 0.512
O 2.560 -7.413 5.511 -0.412
O 4.553 -6.879 4.709 -0.369
H 1.021 -3.221 1.314 0.261
H 3.650 -3.597 1.274 0.240
H 4.652 -5.086 3.147 0.235
H 0.586 -6.127 4.750 0.251
H -0.424 -4.344 2.903 0.246
C -2.947 2.634 -2.883 -0.188
C -2.401 1.618 -1.873 -0.161
C -2.867 1.912 -0.477 -0.207
C -4.111 2.685 -0.220 -0.013
C -4.695 3.414 -1.288 -0.143
C -3.958 3.376 -2.681 -0.233
N -4.669 2.638 1.122 0.481
O -4.150 2.095 2.107 -0.321
O -5.926 3.022 1.185 -0.430
H -2.400 2.418 -3.808 0.219
H -1.765 0.817 -2.082 0.235
H -2.382 1.141 0.208 0.297
H -5.581 4.217 -1.246 0.252
H -4.429 3.818 -3.417 0.200
C 2.515 3.783 1.717 0.507
O 2.481 4.490 0.642 -0.676
N 2.541 4.307 2.952 -0.416
C 2.625 3.336 4.118 -0.371
C 2.431 5.675 3.180 -0.411
H 2.649 2.725 1.614 0.161
H 2.496 2.241 3.764 0.227
H 1.799 3.735 4.819 0.184
H 3.372 3.312 4.682 0.168
H 1.657 6.038 2.532 0.227
H 3.430 6.100 2.884 0.201
H 2.197 5.858 4.233 0.197
C 0.985 1.069 -3.415 0.534
O 1.008 0.275 -4.370 -0.661
N 1.113 2.370 -3.509 -0.450
C 1.264 3.186 -2.345 -0.372
C 0.995 3.007 -4.726 -0.360
H 0.858 0.860 -2.239 0.140
H 2.102 3.411 -2.138 0.170
H 0.763 2.792 -1.345 0.246
H 0.669 4.096 -2.417 0.187
H 0.680 2.224 -5.778 0.209
H 1.898 3.390 -5.001 0.180
H 0.443 3.781 -4.673 0.173
C -1.725 -3.668 -0.672 0.501
O -2.048 -4.664 0.090 -0.681
N -2.153 -3.623 -1.990 -0.441
C -1.815 -2.450 -2.926 -0.405
C -2.806 -4.758 -2.638 -0.434
H -1.122 -2.930 -0.251 0.185
H -1.126 -1.739 -2.462 0.243
H -2.757 -1.914 -3.048 0.193
H -1.398 -3.006 -3.844 0.202
H -3.073 -4.767 -3.741 0.211
H -3.793 -5.113 -2.074 0.216
H -2.083 -5.567 -2.656 0.205
```

## Properties
E_tot = -51677.754 eV
E_LUMO = 1.06 eV
Total charge = -1
Kohn-Sham gap = 6.90 eV
Highest occupied orbital energy = -5.8 eV



Computed, not measured: the molecule C21H31N7O3 in a non-equilibrium geometry, with wB97M-V/def2-TZVPD.

Geometry as XYZ:
```
62
Properties=species:S:1:pos:R:3:nbo_charge:R:1
C 7.134 2.413 -1.701 -0.252
H 8.094 2.394 -2.214 0.201
O 6.568 1.141 -1.904 -0.492
C 5.348 0.877 -1.359 0.287
C 4.594 1.774 -0.611 -0.308
C 3.364 1.399 -0.096 -0.166
C 2.865 0.124 -0.322 0.100
C 3.621 -0.776 -1.074 -0.214
C 4.843 -0.405 -1.586 -0.242
H 5.434 -1.093 -2.169 0.227
H 3.242 -1.770 -1.259 0.210
N 1.646 -0.327 0.204 -0.604
C 0.621 0.421 0.661 0.703
O 0.610 1.636 0.702 -0.635
C -0.625 -0.340 1.201 0.091
N -1.723 0.088 0.294 -0.436
C -1.484 -0.085 -1.018 0.702
O -0.490 -0.663 -1.439 -0.669
C -2.473 0.518 -2.020 -0.325
N -2.267 -0.027 -3.328 -0.227
C -1.197 0.009 -4.170 0.509
N -1.534 -0.626 -5.276 -0.362
N -2.782 -1.044 -5.100 -0.052
N -3.236 -0.714 -3.971 -0.090
N -0.045 0.684 -3.926 -0.811
H 0.677 0.473 -4.598 0.403
H 0.268 0.636 -2.965 0.413
H -2.309 1.603 -2.044 0.238
H -3.512 0.305 -1.770 0.254
C -2.921 0.769 0.751 -0.208
H -2.744 1.179 1.742 0.226
H -3.105 1.622 0.093 0.205
C -4.178 -0.130 0.790 -0.231
C -4.297 -0.892 2.108 -0.604
H -5.193 -1.507 2.102 0.218
H -4.366 -0.200 2.945 0.202
H -3.444 -1.547 2.262 0.203
C -5.424 0.728 0.580 -0.606
H -5.496 1.484 1.358 0.205
H -5.402 1.229 -0.385 0.207
H -6.318 0.111 0.619 0.218
H -4.111 -0.865 -0.019 0.201
C -0.808 0.168 2.637 -0.431
C 0.302 -0.363 3.542 -0.386
C 0.253 -1.885 3.597 -0.399
C 0.462 -2.449 2.197 -0.403
H 1.480 -2.218 1.882 0.200
C -0.561 -1.876 1.215 -0.438
H -0.378 -2.255 0.209 0.235
H -1.553 -2.231 1.507 0.215
H 0.359 -3.537 2.211 0.216
H 1.024 -2.264 4.269 0.213
H -0.717 -2.204 3.987 0.193
H 1.275 -0.037 3.169 0.204
H 0.172 0.053 4.543 0.215
H -1.762 -0.172 3.040 0.208
H -0.777 1.259 2.635 0.241
H 1.435 -1.289 -0.020 0.414
H 2.787 2.105 0.476 0.241
H 4.949 2.773 -0.416 0.220
H 6.511 3.204 -2.130 0.176
H 7.297 2.615 -0.637 0.175
```

## Properties
E_tot = -38853.668 eV
E_LUMO = 0.53 eV
Structure (SMILES) = COc1ccc(NC(=O)C2(N(CC(C)C)C(=O)Cn3nnnc3N)CCCCC2)cc1
Kohn-Sham gap = 8.61 eV
Highest occupied orbital energy = -8.1 eV



Computed, not measured: a structure of composition C21H31O3Tc in a non-equilibrium geometry, with wB97M-V/def2-TZVPD.

Geometry as XYZ:
```
56
Properties=species:S:1:pos:R:3:nbo_charge:R:1
O -0.029 -0.258 -5.328 -0.602
C -0.200 0.926 -6.237 -0.073
C 0.037 0.194 -7.538 -0.474
H 0.568 1.679 -6.055 0.204
H -1.199 1.372 -6.146 0.186
C 0.148 -1.013 -6.570 0.277
H 0.961 0.534 -8.019 0.225
H -0.857 0.200 -8.182 0.222
C 1.465 -1.739 -6.619 -0.627
H 2.276 -1.070 -6.321 0.220
H 1.609 -2.022 -7.669 0.231
H 1.430 -2.619 -5.973 0.203
C -1.023 -1.917 -6.856 -0.619
H -1.963 -1.351 -6.860 0.215
H -1.099 -2.692 -6.091 0.198
H -0.839 -2.335 -7.857 0.226
Tc -0.176 -0.477 -1.453 0.753
C -1.672 -0.679 0.106 -0.316
C -1.943 0.692 0.430 -0.135
C -2.690 1.271 -0.629 -0.214
H -1.777 1.124 1.413 0.244
C -2.830 0.332 -1.682 -0.172
C -2.202 -0.922 -1.253 -0.376
H -2.549 -1.906 -1.565 0.258
H -1.517 -1.443 0.861 0.256
H -3.164 2.259 -0.561 0.255
H -3.476 0.452 -2.558 0.256
C 0.766 -1.936 -0.190 -0.208
C -0.134 -2.591 -1.100 -0.217
C 0.341 -2.418 -2.436 -0.220
H -0.959 -3.246 -0.822 0.274
C 1.499 -1.581 -2.377 -0.235
C 1.758 -1.284 -0.986 -0.236
H 2.574 -0.673 -0.621 0.278
H 0.733 -1.924 0.902 0.280
H -0.150 -2.751 -3.356 0.283
H 2.121 -1.308 -3.223 0.289
O 2.531 2.704 -4.831 -0.541
C 2.276 1.710 -3.839 -0.069
C 0.765 1.793 -3.501 -0.433
H 2.847 2.051 -2.940 0.171
H 2.688 0.731 -4.212 0.184
C 0.350 3.211 -3.767 -0.440
H 0.529 1.406 -2.527 0.176
H 0.171 1.155 -4.119 0.241
C 1.472 3.704 -4.776 -0.075
H 0.302 3.774 -2.832 0.235
H -0.623 3.291 -4.288 0.211
H 1.908 4.712 -4.501 0.201
H 0.948 3.793 -5.808 0.176
C 1.075 1.335 1.070 -0.740
C 0.644 1.363 -0.370 0.441
O 0.716 2.481 -0.918 -0.561
H 0.286 0.912 1.704 0.226
H 1.244 2.401 1.308 0.257
H 2.018 0.768 1.154 0.234
```

## Properties
E_tot = -30607.725 eV
E_LUMO (alpha / beta) = -4.17 / -5.41 eV
⟨S²⟩ = 3.781
Total charge = +1
2S+1 = 4
Kohn-Sham gap (alpha / beta) = 6.78 / 6.36 eV
Highest occupied orbital energy (alpha / beta) = -10.9 / -11.8 eV



Look up the E_tot of the first one. -47824.798 eV



Look up the E_tot of the fourth one. -30607.725 eV